C3H6N2O | ωB97M-V/def2-TZVPD

```
! wB97M-V def2-TZVPD RIJCOSX def2/J DEFGRID3
* xyz 0 1
C -0.27707 1.73921 -0.17886
C 0.14159 0.47641 -0.28641
N 1.38466 0.07129 -0.69897
N -0.84127 -0.61221 -0.11994
C -0.54834 -1.61985 0.72395
O 0.52820 -1.74361 1.27195
H 0.37219 2.55809 -0.42395
H -1.29472 1.97508 0.05007
H 2.12636 0.72017 -0.49131
H 1.63544 -0.87374 -0.44321
H -1.80496 -0.42217 -0.34403
H -1.42206 -2.26866 0.94071
*
```

Summary:
LUMO: 0.88 eV
ΔE to the lowest compared entry with this formula, charge and spin: 23.86 kcal/mol
HOMO-LUMO gap: 9.271 eV
SMILES: C=C(N)NC=O
max |F|: 1.9 eV/Å

***

C3H11NO2 | ωB97M-V/def2-TZVPD

```
! wB97M-V def2-TZVPD RIJCOSX def2/J DEFGRID3
* xyz 1 2
C -0.93173 -0.40109 0.92380
O 0.00126 0.39103 1.68225
C -0.14838 -0.57449 -0.44097
C -1.17945 -0.78666 -1.59181
N 0.71843 -1.70397 -0.32031
H -1.86148 0.14529 0.80172
H -1.03261 -1.38320 1.37426
H -0.02582 0.02651 2.57596
H 0.47466 0.30049 -0.58466
H -0.77504 -1.20463 -2.50933
H -1.89396 -1.52937 -1.22485
H -1.69649 0.14369 -1.77647
H 0.53160 -2.43354 0.37360
H 1.68936 -1.54471 -0.57902
H 1.77423 4.12245 0.82630
H 1.92328 2.92297 -0.04718
O 2.43215 3.50921 0.51672
*
```

Summary:
LUMO (alpha / beta): -3.55 / -8.63 eV
ΔE to the lowest compared entry with this formula, charge and spin: 25.53 kcal/mol
HOMO-LUMO gap (alpha / beta): 10.513 / 5.427 eV
max |F|: 2.4 eV/Å

***

C31H56NO3 | ωB97M-V/def2-TZVPD

```
! wB97M-V def2-TZVPD RIJCOSX def2/J DEFGRID3
* xyz 1 1
C 0.57566 -2.05180 1.39381
C 0.47320 -2.10477 -0.13620
C -0.76270 -1.34336 -0.60212
C 1.78024 -1.69736 -0.84950
C 1.95804 -0.22374 -1.19840
C 3.18846 -0.05938 -2.12427
C 2.15374 0.69900 0.00506
O 3.00726 0.05284 0.97232
N 3.08812 0.75258 2.13223
C 2.77220 0.20993 3.24480
C 3.07042 1.11443 4.36417
C 4.24737 1.91325 3.71471
O 5.40447 1.10255 3.68658
C 3.58424 2.14315 2.35687
C 4.34705 2.94178 1.29129
C 3.57878 4.09165 0.62827
O 4.19496 5.05214 0.29062
C 2.10329 4.03972 0.40903
C 1.19571 4.28671 1.44327
C -0.17360 4.20862 1.22110
C -0.67163 3.90448 -0.04310
C 0.23072 3.69270 -1.08746
C 1.60059 3.76932 -0.86432
H -0.11355 -2.76464 1.83255
H 0.29373 -1.05866 1.74508
H 1.59694 -2.24889 1.70781
H 0.30477 -3.14537 -0.40406
H -1.08201 -1.65523 -1.58885
H -0.64780 -0.26232 -0.57911
H -1.57222 -1.57736 0.08665
H 1.78862 -2.22813 -1.79852
H 2.62226 -2.08630 -0.28359
H 1.09760 0.17429 -1.72415
H 3.30905 -0.95920 -2.71528
H 3.01861 0.76174 -2.81675
H 4.09055 0.15521 -1.56106
H 1.21327 1.01234 0.45986
H 2.64092 1.59224 -0.36201
H 2.40033 -0.79283 3.36873
H 3.26399 0.63627 5.31492
H 2.27123 1.83874 4.53402
H 4.58093 2.81224 4.21893
H 5.47214 0.59342 2.87244
H 2.73374 2.76384 2.62418
H 5.21137 3.38957 1.77047
H 4.74071 2.28925 0.51299
H 1.57460 4.52875 2.42788
H -0.85165 4.37664 2.04367
H -1.73314 3.85463 -0.20908
H -0.16368 3.46167 -2.06368
H 2.26527 3.58908 -1.69674
C -4.03503 -4.69548 -7.05684
C -3.77268 -4.36649 -5.59019
C -3.55531 -2.87609 -5.33106
C -2.34169 -2.26930 -6.03789
C -1.00714 -2.93742 -5.71213
C -0.62741 -2.84212 -4.23765
H -3.18734 -4.42718 -7.68901
H -4.21351 -5.76322 -7.18675
H -4.91350 -4.16147 -7.42357
H -2.91487 -4.94249 -5.23205
H -4.63007 -4.69332 -4.99646
H -3.47067 -2.71204 -4.25228
H -4.44761 -2.32761 -5.64725
H -2.28112 -1.20827 -5.77346
H -2.49575 -2.29781 -7.11931
H -0.22623 -2.45925 -6.30881
H -1.02258 -3.98618 -6.01806
H -0.56467 -1.79692 -3.92214
H 0.34618 -3.30562 -4.06348
H -1.35215 -3.35004 -3.59859
C -3.64055 -1.53434 3.34154
C -3.68036 -0.35692 4.31192
C -3.63012 1.00301 3.61683
C -2.35763 1.25877 2.80968
C -1.05808 1.16003 3.60472
C -0.95073 2.19071 4.72554
H -2.71209 -1.55206 2.76556
H -3.70897 -2.48040 3.87904
H -4.47389 -1.48738 2.63842
H -2.86192 -0.44608 5.03217
H -4.60387 -0.40806 4.89222
H -3.75687 1.79107 4.36403
H -4.48670 1.09072 2.94298
H -2.42238 2.25641 2.36236
H -2.31201 0.55846 1.96978
H -0.21814 1.30673 2.91111
H -0.93963 0.15468 4.02046
H -1.02008 3.20580 4.32798
H 0.00756 2.09685 5.24232
H -1.73357 2.06490 5.47225
*
```

Summary:
LUMO: -4.05 eV
HOMO-LUMO gap: 8.435 eV
max |F|: 1.5 eV/Å

***

C49H57ClHfN7O5P2 | ωB97M-V/def2-TZVPD

```
! wB97M-V def2-TZVPD RIJCOSX def2/J DEFGRID3
* xyz 3 1
Hf -0.37150 1.36739 0.90412
N -2.72161 1.53016 1.31517
C -3.00422 1.98660 2.70006
C -2.43759 0.95707 3.63601
N -1.03583 0.62835 3.26814
C -0.04139 1.11286 4.24493
C 0.03889 2.60112 4.13626
N 0.04175 2.97329 2.69926
H -3.04102 2.24232 0.65939
H -3.27791 0.69988 1.12625
H -4.07546 2.09977 2.85938
H -2.55673 2.96868 2.83237
H -3.01735 0.03647 3.55692
H -2.50201 1.29372 4.67179
H -0.99112 -0.38200 3.28544
H 0.90941 0.65109 4.00155
H -0.30525 0.81502 5.26237
H 0.93305 2.97487 4.63394
H -0.81287 3.08201 4.61601
H 0.93003 3.40266 2.47216
H -0.61158 3.73669 2.56778
C -2.35607 -4.43778 -4.06447
C -1.05419 -3.74938 -3.62385
C 0.13753 -4.35904 -4.38418
C -0.84985 -3.95034 -2.12840
C -0.84779 -5.22414 -1.57189
C -0.67644 -5.43818 -0.21035
C -0.49688 -4.35830 0.63274
C -0.47177 -3.06853 0.10529
P -0.34170 -1.68514 1.28573
C -1.96169 -1.99226 2.09348
C -2.17138 -2.64834 3.30179
C -3.47132 -2.93268 3.72432
C -4.55934 -2.59571 2.93497
C -4.35460 -1.98772 1.69840
C -3.06575 -1.68790 1.28718
C 0.98853 -2.26967 2.36647
C 0.99754 -2.06641 3.74816
C 2.07986 -2.47461 4.51570
C 3.16689 -3.08694 3.90688
C 3.16419 -3.29990 2.53350
C 2.08138 -2.89739 1.76397
C -0.64408 -2.89167 -1.25310
O -0.62968 -1.58971 -1.65335
C -0.89601 -1.28842 -2.96293
C -0.90511 0.06271 -3.23772
C -1.16860 0.47899 -4.54091
C -1.42106 -0.45677 -5.52646
C -1.39377 -1.80736 -5.21321
C -1.12803 -2.25991 -3.92596
P -0.46906 1.37381 -2.03259
C -1.93682 2.42092 -2.32207
C -3.12096 1.88858 -1.80061
C -4.33753 2.51031 -2.02099
C -4.38216 3.68003 -2.77772
C -3.21773 4.19191 -3.32640
C -1.99525 3.56279 -3.10529
C 1.05150 1.98933 -2.80906
C 1.93428 0.99575 -3.24535
C 3.14017 1.34103 -3.83252
C 3.46851 2.68077 -4.00900
C 2.59225 3.67007 -3.58763
C 1.39154 3.32927 -2.97814
H -2.32055 -5.50816 -3.85820
H -2.51070 -4.32547 -5.13825
H -3.21983 -4.01543 -3.54719
H 0.20847 -5.43127 -4.19150
H 1.07778 -3.89238 -4.08259
H 0.01721 -4.22143 -5.46052
H -0.99236 -6.08005 -2.22110
H -0.69011 -6.44366 0.18926
H -0.37095 -4.52148 1.69707
H -1.34073 -2.96772 3.91583
H -3.62503 -3.44561 4.66604
H -5.56304 -2.83691 3.26216
H -5.19894 -1.77667 1.05243
H -2.90532 -1.29749 0.28274
H 0.16378 -1.59990 4.25464
H 2.06961 -2.32604 5.58902
H 4.00898 -3.41259 4.50557
H 4.00498 -3.79230 2.06049
H 2.08876 -3.08252 0.69577
H -1.16878 1.53264 -4.79083
H -1.62934 -0.13698 -6.53866
H -1.57552 -2.53163 -5.99902
H -3.10020 0.92891 -1.28707
H -5.25447 2.07797 -1.63807
H -5.32914 4.17223 -2.95972
H -3.25435 5.08444 -3.93859
H -1.10381 3.96962 -3.56339
H 1.67864 -0.05351 -3.14288
H 3.81674 0.56493 -4.16628
H 4.40226 2.95240 -4.48559
H 2.83683 4.71449 -3.73651
H 0.73782 4.11979 -2.64984
C 2.55340 0.91268 -0.03511
N 2.16665 1.38631 1.35491
C 2.92422 2.70735 1.58362
N 4.33769 2.57513 1.36362
C 4.58555 2.10582 -0.00855
N 3.97199 0.78729 -0.22724
C 4.51413 -0.15847 0.75374
N 4.25708 0.30085 2.12344
C 2.83514 0.42071 2.32580
C 4.89361 1.60435 2.30866
H 2.17496 1.63286 -0.75224
H 2.07535 -0.06321 -0.19830
H 2.77312 2.99360 2.62851
H 2.53535 3.46292 0.92274
H 5.65942 2.02801 -0.16682
H 4.17468 2.81982 -0.72440
H 5.58831 -0.24920 0.60490
H 4.05515 -1.13613 0.60428
H 2.65108 0.78576 3.33543
H 2.38247 -0.54707 2.19628
H 5.96642 1.51363 2.14827
H 4.72297 1.95230 3.32863
O 0.03152 5.23115 1.14277
Cl -0.33738 4.34489 0.08988
O -1.49390 3.46955 0.49526
O -0.57079 5.01457 -1.12586
O 0.69386 3.23620 -0.05112
*
```

Summary:
LUMO: -8.98 eV
ΔE to the lowest compared entry with this formula, charge and spin: 11.15 kcal/mol
HOMO-LUMO gap: 6.137 eV
max |F|: 2.1 eV/Å

***

C25H24N4O6S | ωB97M-V/def2-TZVPD

```
! wB97M-V def2-TZVPD RIJCOSX def2/J DEFGRID3
* xyz 0 1
C 1.30970 5.67047 0.36317
O 2.28672 4.90410 1.03079
C 2.70831 3.75472 0.44350
C 2.47607 3.40743 -0.88288
C 2.93867 2.19840 -1.37172
C 3.63246 1.31666 -0.55836
C 3.98872 -0.06270 -1.04504
N 2.90926 -0.98387 -0.66710
C 2.98422 -1.53433 0.60210
O 3.97421 -1.46991 1.29017
N 1.86541 -2.20524 1.02882
C 0.70155 -2.31164 0.31931
C -0.45235 -2.86235 0.86453
C -1.61740 -2.94980 0.11582
C -2.84714 -3.30869 0.88826
O -2.78819 -3.63028 2.05931
N -4.03800 -3.18214 0.24166
C -5.21875 -2.82933 0.99611
C -5.55377 -1.32627 0.82182
C -4.29924 -0.53502 0.56499
C -3.33134 -0.38937 1.55507
C -2.12601 0.22904 1.26974
C -1.88720 0.71121 -0.00282
S -0.32231 1.50825 -0.32328
N -0.23611 1.49182 -1.98549
O -0.42203 2.87937 0.08971
O 0.70570 0.68675 0.25816
C -2.84407 0.60567 -0.98980
C -4.04368 -0.02495 -0.70396
C -1.60922 -2.54244 -1.22203
C -0.47788 -1.96907 -1.75716
C 0.67370 -1.81879 -0.98782
C 1.80572 -1.03318 -1.47853
O 1.77210 -0.43636 -2.54601
C 3.89114 1.68140 0.75845
C 3.44442 2.88673 1.25108
H 0.44360 5.05242 0.11013
H 1.71474 6.14144 -0.53946
H 1.01412 6.44712 1.06709
H 1.93046 4.07014 -1.53690
H 2.75006 1.93176 -2.40191
H 4.90242 -0.42782 -0.57430
H 4.07381 -0.09223 -2.13245
H 1.89302 -2.52999 1.98669
H -0.47684 -3.19316 1.89221
H -4.03044 -2.86594 -0.71501
H -4.99081 -3.06043 2.03839
H -6.06463 -3.44274 0.67616
H -6.23697 -1.19889 -0.01936
H -6.05398 -0.97032 1.72272
H -3.51631 -0.77659 2.54542
H -1.35641 0.33455 2.01738
H 0.44045 0.81880 -2.33856
H -0.02763 2.41475 -2.32963
H -2.63470 0.99853 -1.97111
H -4.79128 -0.12202 -1.47891
H -2.47893 -2.65230 -1.85133
H -0.46543 -1.60737 -2.77396
H 4.42970 1.00258 1.40215
H 3.63082 3.17442 2.27377
*
```

Summary:
LUMO: -0.27 eV
HOMO-LUMO gap: 7.861 eV
SMILES: COc1ccc(Cn2c(=O)[nH]c3cc(C(=O)NCCc4ccc(S(N)(=O)=O)cc4)ccc3c2=O)cc1
max |F|: 0.8 eV/Å

***

C17H17Br2CdNO | ωB97M-V/def2-TZVPD

```
! wB97M-V def2-TZVPD RIJCOSX def2/J DEFGRID3
* xyz 0 1
C -1.66976 -0.75782 -2.75285
C 1.55306 -0.44623 -2.98143
C -1.51992 0.10369 -3.84008
H -2.32851 -0.63153 -1.87477
C 1.31684 0.95296 -2.81258
H 2.61099 -0.69622 -3.18025
H -1.24877 -0.30631 -4.83456
H 2.23894 1.54765 -2.88998
C -1.14572 1.57155 -3.80571
H -1.97915 2.21125 -3.45302
H -1.00764 1.91154 -4.85560
C -0.63490 -1.82560 -2.68103
H -1.01804 -2.77815 -3.10006
H -0.33986 -1.96139 -1.62671
C 0.63142 -1.51118 -3.55934
H 0.35877 -1.26912 -4.60290
H 1.20727 -2.45166 -3.63560
C 0.08668 1.88425 -2.93873
H 0.45688 2.83435 -3.36153
H -0.27836 2.12500 -1.91967
Cd 1.50179 0.03130 -0.97764
H -2.62205 -0.22524 -3.81655
Br 0.33402 -4.41123 1.64345
C 0.29409 -2.64637 2.33007
C 0.02107 -2.37434 3.66802
C -0.04228 -1.06052 4.12848
Br -0.35766 -0.77864 5.99342
C 0.11717 0.05740 3.25984
C -0.01368 1.41301 3.63868
C 0.14534 2.41357 2.70032
C 0.51043 2.07400 1.38425
N 0.71932 0.79177 1.01687
C 0.46215 -0.21118 1.90062
C 0.61246 -1.57368 1.42432
O 1.04977 -1.80187 0.24266
H -0.14405 -3.20024 4.35300
H -0.24725 1.64071 4.67732
H 0.00378 3.46672 2.95398
H 0.64024 2.83330 0.60370
*
```

Summary:
LUMO (alpha / beta): -0.60 / -0.59 eV
ΔE to the lowest compared entry with this formula, charge and spin: 80.21 kcal/mol
HOMO-LUMO gap (alpha / beta): 4.899 / 6.098 eV
max |F|: 5.0 eV/Å

***

C18H39HfN4OPSi | ωB97M-V/def2-TZVPD

```
! wB97M-V def2-TZVPD RIJCOSX def2/J DEFGRID3
* xyz 0 1
Hf 0.32151 -0.05269 0.24968
Si 2.43995 0.50662 -1.34384
P 0.15901 0.54896 -2.48958
N -0.29310 -1.78921 -0.40549
H -0.27209 2.67645 1.92895
C -1.68327 0.54382 -2.29242
H -2.14586 0.83587 -3.24148
H -2.01220 1.24466 -1.51158
H -2.04153 -0.45501 -2.00972
C 0.39570 2.08048 -3.44602
H -0.21251 2.03406 -4.36052
H 1.44338 2.20303 -3.72958
H 0.09324 2.95807 -2.86616
C 0.32771 -0.80105 -3.70876
H -0.09821 -0.47560 -4.66492
H -0.20088 -1.68910 -3.35805
H 1.37794 -1.05975 -3.84868
C 3.29792 2.11303 -0.80430
H 2.97192 2.46369 0.18299
H 3.13574 2.91966 -1.53166
H 4.38416 1.93194 -0.74383
H 2.84488 -0.56145 -0.35178
H 3.14829 0.13616 -2.60047
C -0.27431 -3.09930 -0.65690
C -1.34364 -5.28036 -0.42648
C -1.40438 -3.89886 -0.31243
C 0.88696 -3.75163 -1.19262
C 0.92434 -5.13389 -1.28680
C -0.18031 -5.91183 -0.90821
H -2.20763 -5.87702 -0.14544
H -2.27853 -3.37644 0.06912
H 1.74044 -3.12244 -1.46514
H 1.82542 -5.62014 -1.66423
H -0.13991 -6.99898 -0.98584
C -0.92616 2.76725 1.04107
O -0.85753 1.46754 0.41416
C -2.35127 3.03453 1.47090
H -2.40742 4.00333 1.98007
H -2.72098 2.27950 2.17184
H -3.01292 3.03947 0.59836
C -0.36694 3.82992 0.12053
H -0.82672 3.77393 -0.87530
H 0.71570 3.73986 0.00961
H -0.55967 4.83190 0.52729
C 2.77602 -0.27432 4.28176
N 1.33392 -0.32250 4.51077
C 0.88550 -0.79124 5.81923
C 0.51529 -0.33441 3.43911
N 1.07951 -0.41283 2.21688
N -0.83456 -0.27900 3.58194
C -1.48811 0.46080 4.65870
C -1.72299 -0.89241 2.59288
H 3.24351 -0.18218 5.25926
H 3.02826 0.60305 3.68321
H 3.14342 -1.18585 3.79057
H 0.46348 0.03242 6.41114
H 0.14034 -1.59690 5.73235
H 1.76906 -1.17144 6.34114
H 2.10127 -0.48562 2.31921
H -2.33348 1.00729 4.23251
H -1.87307 -0.22548 5.42140
H -0.81444 1.18800 5.11986
H -2.03709 -0.16349 1.82644
H -1.25302 -1.77373 2.13435
H -2.61715 -1.22903 3.13527
*
```

Summary:
LUMO: 0.05 eV
HOMO-LUMO gap: 4.817 eV
max |F|: 4.1 eV/Å

***

C2H4BrN | ωB97M-V/def2-TZVPD

```
! wB97M-V def2-TZVPD RIJCOSX def2/J DEFGRID3
* xyz 0 1
C -2.27440 0.75800 -0.83705
C 0.60897 -0.71420 0.35259
N -1.05293 0.83877 -0.71700
Br -3.63888 -0.22413 0.19771
H -2.85476 1.27538 -1.59793
H 1.20024 0.12910 0.15484
H 0.74563 -1.69508 -0.12537
H -0.02771 -0.71768 1.22155
*
```

Summary:
LUMO (alpha / beta): 0.03 / -1.67 eV
ΔE to the lowest compared entry with this formula, charge and spin: 87.70 kcal/mol
HOMO-LUMO gap (alpha / beta): 9.935 / 6.954 eV
max |F|: 1.8 eV/Å

***

Question: What is the max |F| in the eighth record?
Answer: 1.8 eV/Å